[1]
C23H36N6OPdS4 as an isolated structure, computed with the ωB97M-V functional and the def2-TZVPD basis.

Calculated values
Total charge = +2
Kohn-Sham gap = 7.42 eV
ΔE to the lowest compared entry with this formula, charge and spin = 1.0 kcal/mol

Positions of all 71 atoms, in Å:
H (1.361, 1.364, 0.630)
C (0.976, 4.118, -0.904)
H (-5.019, 3.008, -5.666)
N (-2.297, -0.454, 3.189)
H (3.497, -1.415, 1.625)
H (1.745, -4.346, -0.948)
C (-2.092, 2.163, -0.344)
C (3.681, 2.571, -2.345)
H (-2.991, 0.425, 4.964)
H (-3.195, 4.582, -5.128)
C (0.238, -2.384, 1.365)
C (1.365, -1.669, 1.809)
N (-2.940, 3.068, -0.818)
H (3.717, -3.144, -0.102)
S (1.005, -0.460, 3.060)
H (-2.605, -2.609, 4.916)
C (-3.228, -1.723, 5.055)
H (-5.873, 1.460, -3.943)
N (1.750, 1.864, -0.166)
Pd (-0.601, -0.652, -0.074)
H (4.019, 2.613, -3.379)
C (-4.484, -1.847, 4.209)
H (2.458, 0.647, 4.490)
C (0.372, -3.336, 0.355)
S (1.261, -0.433, -1.420)
C (2.738, -2.921, 0.301)
H (5.629, 2.864, -1.501)
H (2.462, 1.049, -3.168)
H (-5.179, -1.031, 4.419)
H (3.329, 3.573, -2.096)
H (3.235, 0.360, 2.913)
H (-2.207, 4.596, -2.853)
C (-5.069, 2.143, -3.706)
C (-3.500, 3.039, -2.146)
C (-3.075, -1.115, 2.337)
O (0.555, 0.796, 2.337)
C (1.890, 1.166, -1.282)
C (-3.563, 3.901, -4.374)
S (-1.490, 0.969, -1.430)
H (-0.071, 3.898, -0.695)
H (2.931, 3.616, -0.097)
H (-1.471, -0.463, 5.095)
H (1.620, 3.497, 1.050)
N (2.552, 1.626, -2.345)
C (2.623, -0.080, 3.698)
C (-4.589, 3.016, -4.674)
H (5.213, 1.167, -1.749)
H (-5.000, -2.786, 4.397)
H (-3.491, -1.663, 6.109)
H (-4.653, -2.315, 2.114)
C (1.887, 3.314, 0.010)
H (-3.204, 3.841, -0.222)
H (4.511, 2.068, -0.397)
C (-2.462, -0.476, 4.646)
N (-4.102, -1.817, 2.795)
C (-3.009, 3.913, -3.102)
H (1.156, 3.911, -1.958)
C (2.616, -1.944, 1.290)
H (-0.495, -3.896, 0.032)
C (4.821, 2.136, -1.441)
C (-4.529, 2.156, -2.431)
H (-0.688, -2.316, 1.924)
H (-0.980, 1.638, 1.295)
H (1.145, 5.181, -0.734)
H (-1.560, 0.111, 2.789)
C (1.629, -3.597, -0.177)
H (-4.894, 1.488, -1.661)
N (-1.705, 2.243, 0.928)
S (-2.831, -1.052, 0.633)
H (-2.065, 2.967, 1.530)
H (3.080, -0.979, 4.109)

[2]
C23H37EuN2O2P2 as an isolated structure, computed with the ωB97M-V functional and the def2-TZVPD basis.

Calculated values
2S+1 = 7
<S²> = 12.016
Kohn-Sham gap (alpha / beta) = 6.50 / 6.61 eV
ΔE to the lowest compared entry with this formula, charge and spin = 37.3 kcal/mol

Positions of all 67 atoms, in Å:
C (-0.330, -5.352, -0.008)
C (-2.147, 1.460, 2.707)
N (-1.894, 0.096, -1.285)
H (4.790, -1.878, 1.532)
C (2.594, 0.973, -2.576)
H (-2.186, -6.140, 1.121)
C (1.961, -0.010, 1.236)
H (-1.274, 1.848, 3.241)
H (1.161, 3.763, -1.833)
C (-1.791, 0.603, -2.533)
H (-1.053, -2.293, 2.806)
H (2.218, -4.060, -0.292)
H (-3.116, -2.717, 2.225)
C (-0.402, 0.990, -3.099)
O (1.788, 3.329, -0.303)
C (-2.970, 0.743, -3.290)
H (-0.331, 0.700, -4.160)
H (-2.368, 2.186, 1.918)
H (2.620, -1.830, 0.315)
C (4.065, -1.057, 1.717)
H (-2.150, -1.455, 3.902)
H (1.440, -1.477, -4.253)
O (0.553, 3.717, -2.627)
H (-3.860, -4.069, 1.407)
C (-3.074, -0.099, -0.661)
C (3.385, 1.015, 2.841)
H (1.388, -4.053, -1.819)
C (1.357, -3.615, -0.812)
C (-4.210, 0.458, -2.706)
P (1.037, 0.089, -2.330)
H (-5.186, -0.211, -0.868)
H (2.031, -2.084, -2.751)
H (5.262, -0.028, 3.162)
H (0.271, -6.175, -0.410)
H (-0.181, 2.103, -2.946)
H (-2.859, 1.067, -4.308)
C (2.155, 1.015, 2.131)
N (-0.828, -3.175, 0.475)
H (2.539, 1.953, -2.097)
H (-3.996, -0.427, 1.352)
H (0.320, -2.143, -3.023)
C (0.082, -4.002, -0.142)
H (0.049, 1.898, 0.121)
H (-5.130, 0.576, -3.284)
Eu (0.068, -0.686, 0.035)
C (-4.268, 0.038, -1.376)
H (-0.428, -1.027, 3.785)
H (1.670, -2.564, -0.949)
H (3.610, 1.818, 3.564)
C (-2.953, -3.728, 1.905)
H (2.563, 2.985, 0.165)
H (-0.119, 4.373, -2.465)
C (4.319, -0.020, 2.620)
C (2.840, -1.046, 1.011)
C (1.208, -1.521, -3.191)
H (3.404, 0.445, -2.073)
H (2.817, 1.080, -3.632)
C (-3.068, -0.652, 0.793)
H (1.384, 1.758, 2.225)
H (-2.989, 1.316, 3.377)
H (0.984, 2.726, -0.004)
H (-2.798, -4.324, 2.803)
C (-1.316, -1.317, 3.221)
C (-1.793, -4.013, 1.020)
P (-1.646, -0.082, 1.934)
C (-1.531, -5.353, 0.730)
H (-2.951, -1.748, 0.663)

[3]
C23H37MnN6O2PS as an isolated structure, computed with the ωB97M-V functional and the def2-TZVPD basis.

Calculated values
Total charge = +2
2S+1 = 6
<S²> = 8.758
Kohn-Sham gap (alpha / beta) = 7.76 / 8.27 eV
ΔE to the lowest compared entry with this formula, charge and spin = 5.6 kcal/mol

Positions of all 71 atoms, in Å:
H (1.911, 3.221, 2.418)
C (-2.754, -0.510, -3.614)
C (-2.684, 3.771, -2.903)
H (-3.782, 2.001, -3.385)
H (3.223, 0.054, 1.543)
H (0.640, -2.805, 0.470)
H (-1.309, 5.321, -2.315)
C (1.368, 2.755, 1.588)
H (-3.451, 4.452, -3.237)
H (-1.358, -3.162, 4.989)
C (-0.126, 2.941, 1.828)
N (1.608, 0.868, -3.708)
H (1.665, 3.245, 0.651)
H (1.911, -2.091, 1.463)
H (-2.481, 3.480, 0.761)
C (2.648, 0.353, -3.048)
C (-1.803, -1.723, 1.997)
C (-2.841, -1.884, -3.713)
N (3.789, 0.131, -3.686)
H (-0.425, 0.139, 3.929)
H (-1.954, -1.540, 4.610)
C (-1.859, 1.545, -2.550)
H (3.672, 1.683, 1.019)
H (1.265, -0.263, 3.594)
P (-0.189, -0.822, 1.672)
H (1.206, -4.229, 2.296)
C (0.854, -2.385, 1.457)
C (-2.250, 2.428, 0.956)
C (-0.844, -3.850, 2.530)
C (-1.497, 4.262, -2.371)
H (-2.156, -3.748, -2.918)
H (-1.130, -4.180, 1.528)
N (0.084, -1.843, 4.255)
N (-0.721, 2.033, -2.007)
Mn (0.163, 0.523, -0.492)
H (-2.536, -1.003, 2.375)
C (-2.116, -2.672, -2.837)
H (-0.745, -2.741, -1.231)
C (-2.867, 2.405, -2.989)
H (0.921, -3.700, 4.573)
H (-0.396, 2.599, 2.838)
H (1.654, 1.094, -4.689)
H (-0.916, -4.691, 3.226)
S (2.516, 0.028, -1.388)
C (0.236, -0.618, 3.498)
H (-0.371, 4.008, 1.738)
O (1.675, 1.367, 1.507)
H (5.796, -0.380, -3.754)
H (0.742, 1.022, -3.199)
O (-0.855, 2.195, 0.868)
H (5.178, 0.026, -2.138)
C (-1.312, -2.078, -1.875)
H (-2.190, -2.118, 1.053)
C (-1.284, -2.333, 4.280)
C (0.979, -2.863, 3.872)
H (3.834, 0.320, -4.679)
C (-1.199, -0.694, -1.719)
N (-1.675, -2.796, 2.961)
C (3.055, 1.115, 1.719)
C (-0.552, 3.355, -1.932)
H (3.342, 1.374, 2.744)
H (2.004, -2.482, 3.834)
H (-2.726, 1.797, 0.205)
H (-2.625, 2.168, 1.949)
C (4.950, -0.476, -3.079)
C (-1.957, 0.084, -2.633)
H (4.765, -1.534, -2.880)
H (-3.264, 0.108, -4.337)
N (0.621, -3.412, 2.492)
H (-3.458, -2.334, -4.474)
H (0.387, 3.688, -1.504)

[4]
A 5-piece molecular cluster, C23H38BCl12F6N2O3 overall, computed with the ωB97M-V functional and the def2-TZVPD basis.

Calculated values
Total charge = -1
Kohn-Sham gap = 6.79 eV

Positions of all 85 atoms, in Å:
Cl (8.228, 3.262, -1.134)
C (-0.630, 3.049, 0.337)
H (-0.090, 1.757, 7.635)
H (8.784, 4.309, -3.146)
H (-4.735, -1.439, -2.957)
H (0.484, -2.043, -0.217)
H (-0.874, -2.494, -4.566)
C (-3.711, -2.704, 3.285)
Cl (1.863, 0.627, 8.237)
H (1.828, -2.685, -3.330)
H (-4.838, -3.025, -3.808)
H (-1.179, 2.106, 0.306)
H (-1.176, 5.112, 0.820)
C (-2.419, -2.662, -0.445)
F (-3.182, -1.188, 1.221)
C (-1.563, 4.096, 0.947)
C (0.238, -3.877, -2.574)
F (-3.942, -3.683, 4.201)
C (-2.957, -3.329, 2.085)
Cl (5.453, 5.187, 4.923)
H (2.527, 1.731, 2.752)
H (-1.797, -3.167, -2.855)
C (3.592, 3.070, -3.357)
H (1.310, 3.738, 0.925)
Cl (2.133, 4.056, -3.356)
H (4.380, 3.628, -3.844)
H (-5.517, -4.980, -2.391)
O (-0.207, 0.019, 0.149)
Cl (4.101, 2.718, -1.708)
C (0.730, 1.973, 8.306)
H (-1.198, 3.664, -1.673)
O (-1.630, -1.602, -0.925)
C (-1.713, -3.964, -0.843)
Cl (7.542, 2.452, -3.839)
C (-2.342, -2.338, 1.068)
F (-4.909, -2.212, 2.936)
C (-1.276, -3.963, -2.323)
H (-2.324, -4.846, -0.654)
H (-1.633, -4.909, -2.744)
F (-2.992, -1.754, 3.889)
H (0.543, -4.657, -3.281)
H (1.694, 1.577, -0.184)
H (0.703, -1.762, -2.352)
C (-5.109, -2.457, -2.915)
H (0.841, -0.127, -4.430)
H (0.441, 2.938, 2.231)
H (0.767, -4.092, -1.643)
Cl (3.052, 4.727, 3.339)
H (-0.598, -0.282, -5.199)
H (-0.838, -4.056, -0.195)
Cl (3.353, 1.578, -4.271)
H (0.743, -2.360, -5.251)
C (0.109, -2.049, -4.407)
H (-6.204, -2.438, -2.876)
H (3.329, 0.728, 1.530)
C (1.441, 1.602, 0.879)
C (0.763, -2.541, -3.112)
H (0.037, 0.555, 2.121)
H (-4.314, -5.243, -1.118)
C (2.737, 1.632, 1.684)
C (-0.298, 3.402, -1.112)
H (-5.877, -4.504, -0.733)
Cl (1.498, 3.465, 7.763)
H (1.311, -0.476, 1.467)
Cl (6.573, 4.973, -2.793)
C (7.899, 3.811, -2.773)
H (-2.538, 4.048, 0.457)
F (-1.981, -4.094, 2.624)
C (-4.530, -3.164, -1.710)
Cl (3.864, 2.792, 5.338)
C (0.651, 2.887, 1.156)
N (-0.058, -0.592, -4.403)
H (-1.738, 3.896, 2.006)
N (-3.740, -2.581, -0.941)
H (3.355, 2.489, 1.404)
C (3.824, 4.495, 4.900)
H (0.160, 2.541, -1.599)
Cl (0.070, 2.161, 9.933)
H (3.236, 5.020, 5.642)
O (-1.098, -2.005, 1.357)
F (-3.834, -4.181, 1.494)
H (0.406, 4.237, -1.151)
C (0.632, 0.351, 1.215)
B (-0.549, -1.370, 0.057)
C (-5.083, -4.564, -1.480)

[5]
C23H38BF4LiO11 as an isolated structure, computed with the ωB97M-V functional and the def2-TZVPD basis.

Calculated values
Kohn-Sham gap = 6.55 eV
ΔE to the lowest compared entry with this formula, charge and spin = 53.8 kcal/mol

Positions of all 78 atoms, in Å:
C (-41.454, 21.082, -37.467)
F (-40.654, 19.838, -32.201)
C (-43.284, 16.736, -36.121)
C (-38.708, 20.947, -29.427)
O (-37.421, 23.660, -27.441)
O (-40.355, 20.808, -36.761)
H (-38.089, 24.323, -27.912)
H (-43.617, 17.466, -35.446)
H (-34.774, 17.950, -31.732)
H (-40.348, 22.527, -38.759)
C (-42.245, 19.923, -29.042)
O (-37.667, 18.958, -30.241)
H (-37.393, 16.608, -33.685)
H (-39.570, 20.518, -30.133)
C (-42.664, 20.437, -37.366)
C (-34.576, 18.587, -32.451)
H (-40.702, 20.120, -36.272)
H (-41.445, 24.236, -31.793)
O (-44.910, 22.495, -39.409)
F (-41.012, 21.043, -33.948)
H (-44.687, 23.206, -40.023)
C (-33.312, 18.936, -32.944)
O (-36.667, 20.863, -34.576)
C (-43.875, 20.974, -37.875)
O (-42.492, 18.484, -29.039)
H (-40.036, 22.391, -31.602)
C (-39.760, 23.335, -32.181)
H (-37.192, 16.174, -35.638)
H (-35.801, 19.706, -28.496)
C (-38.727, 22.142, -28.781)
H (-38.616, 18.750, -30.341)
H (-43.229, 20.419, -29.080)
H (-37.385, 20.443, -34.137)
Li (-41.274, 22.952, -34.328)
H (-44.827, 20.541, -37.767)
O (-40.967, 23.908, -32.703)
C (-35.529, 20.226, -34.027)
H (-42.776, 16.918, -33.333)
O (-41.901, 17.418, -31.747)
H (-35.675, 21.948, -27.396)
H (-32.240, 20.132, -34.255)
H (-44.905, 16.191, -36.140)
H (-41.558, 17.882, -32.555)
H (-38.973, 23.144, -32.895)
H (-42.870, 19.747, -36.547)
H (-43.541, 17.514, -32.130)
C (-37.587, 20.125, -29.464)
H (-43.091, 17.397, -37.134)
C (-43.718, 22.056, -38.802)
C (-43.004, 16.846, -32.316)
C (-37.461, 22.603, -28.224)
H (-41.830, 20.266, -30.098)
C (-33.135, 19.829, -34.057)
H (-42.472, 23.181, -40.007)
H (-42.163, 18.109, -30.003)
O (-44.154, 15.739, -36.458)
H (-34.154, 21.290, -35.279)
H (-41.579, 20.235, -28.337)
H (-42.122, 16.536, -35.696)
H (-36.585, 19.039, -32.683)
H (-31.292, 18.738, -32.806)
C (-34.236, 20.463, -34.510)
F (-39.121, 19.858, -33.831)
C (-36.567, 20.380, -28.602)
H (-39.561, 22.593, -28.601)
H (-37.621, 14.917, -34.271)
H (-39.406, 23.834, -31.314)
C (-41.270, 22.122, -38.427)
C (-36.474, 21.624, -28.017)
B (-40.461, 19.829, -33.657)
H (-39.309, 17.164, -34.270)
F (-41.061, 18.858, -34.192)
H (-43.428, 15.929, -31.928)
O (-39.178, 16.311, -34.689)
O (-32.178, 18.257, -32.512)
C (-42.444, 22.524, -39.129)
C (-37.789, 16.002, -34.539)
C (-35.694, 19.323, -33.004)

[6]
A 8-piece molecular cluster, C23H38O11 overall, computed with the ωB97M-V functional and the def2-TZVPD basis.

Calculated values
Kohn-Sham gap = 7.54 eV
SMILES string = Oc1ccc(O)cc1.Oc1ccc(O)cc1.Oc1ccc(O)cc1.CO.CO.CO.CO.CO
ΔE to the lowest compared entry with this formula, charge and spin = 35.3 kcal/mol

Positions of all 72 atoms, in Å:
H (-4.148, 0.861, -0.378)
H (2.783, 0.345, 0.973)
C (-2.756, 0.245, -3.072)
O (0.515, -3.017, 3.633)
H (4.764, -2.961, 2.112)
H (0.052, -4.464, 4.946)
C (2.909, 4.390, 1.694)
H (-0.465, -4.854, 3.436)
H (-0.361, -4.086, -1.371)
H (-3.102, 3.336, -0.439)
C (1.131, 1.086, -0.181)
O (-3.671, 3.322, -4.697)
H (3.953, -2.096, -1.071)
C (-0.017, -1.290, 0.745)
H (5.596, -1.686, 3.765)
O (-0.150, -4.124, -3.271)
C (-2.414, 3.651, 0.391)
O (-3.767, -1.795, -2.612)
H (-1.828, -0.177, -2.677)
C (5.360, -0.432, 0.116)
H (-5.132, -0.339, -0.132)
H (-1.855, -0.626, -0.132)
C (-4.850, -0.168, -4.074)
H (-1.265, -3.765, 4.093)
H (-0.174, -2.551, -1.915)
H (-2.807, 1.881, 1.172)
C (-2.830, 1.583, -3.407)
H (5.127, 0.026, -1.013)
C (5.464, -1.037, 2.856)
H (-1.886, 2.264, -3.258)
O (4.464, -2.597, -0.396)
H (-1.682, 4.150, -0.078)
H (-5.639, -0.857, -4.140)
H (1.891, 4.317, 2.150)
H (-0.397, -2.981, 2.017)
C (-4.883, 0.516, 0.256)
H (-5.701, 1.535, -5.228)
C (1.330, -0.913, 1.154)
C (5.054, -1.946, 1.848)
O (-2.131, 2.536, 1.193)
C (-0.772, -0.328, 0.036)
H (6.426, 1.907, 3.226)
C (-4.829, 1.183, -4.616)
H (-2.997, 4.383, 0.936)
O (-0.577, -2.484, 1.180)
H (-4.527, 3.787, -5.011)
H (-4.666, -2.268, -2.792)
C (-3.756, -0.658, -3.291)
H (-1.686, -3.365, -2.025)
C (5.973, 0.205, 2.550)
O (6.582, 0.977, 3.390)
O (3.472, 3.020, 1.385)
C (1.770, 0.309, 0.754)
H (6.291, 1.462, 0.863)
H (1.962, -1.684, 1.571)
O (1.672, 2.271, -0.531)
H (-0.910, 1.435, -1.226)
H (2.368, 2.450, -0.027)
H (2.916, 4.860, 0.678)
O (-4.147, 0.423, 1.482)
C (-0.400, -3.997, 4.207)
C (5.843, 0.551, 1.133)
C (-0.193, 0.836, -0.509)
C (4.891, -1.666, 0.550)
H (3.434, 5.043, 2.466)
H (-4.698, 0.035, 2.159)
C (-3.778, 2.038, -4.281)
H (-0.730, -4.750, -3.422)
H (3.542, 2.724, 2.387)
H (-5.789, 0.959, 0.198)
C (-0.520, -3.545, -2.103)
H (1.348, -3.375, 3.643)